A molecular structure, C35H43N10O3PS4W, computed with wB97M-V/def2-TZVPD.

Geometry as XYZ:
```
97
Properties=species:S:1:pos:R:3:forces:R:3
W -0.45386 0.04476 0.22651 0.3916 -0.0301 -0.2688
N 2.10807 -2.60503 2.89131 0.0216 0.0707 -0.0541
C 1.33189 -1.74122 2.29676 -0.0056 0.0041 0.0429
S 1.62742 -1.28275 0.63768 -0.1078 0.0897 -0.0103
N 0.31949 -1.16814 2.98763 0.0351 0.0263 0.0035
N -0.47025 -0.51839 2.16782 -0.1650 0.0147 0.0953
C -1.37964 0.37532 2.56780 -0.0503 -0.0407 0.0912
C -2.67468 0.35169 1.89252 0.0263 0.0042 -0.0444
C -3.88914 0.73346 2.43785 0.0023 0.0111 -0.0012
C -5.03111 0.52280 1.67725 0.0008 -0.0025 -0.0024
C -4.93830 -0.06876 0.42393 -0.0012 0.0061 0.0000
C -3.68781 -0.37133 -0.08761 0.0026 0.0205 0.0028
N -2.59048 -0.11009 0.62637 0.0037 -0.0354 0.0005
H 2.86308 -3.08963 2.41163 -0.0080 -0.0365 0.0118
H 1.86188 -3.08280 3.76837 -0.0169 0.0039 -0.0146
H -1.25973 0.86287 3.53161 -0.0101 -0.0428 0.0258
H -3.93717 1.14497 3.43642 0.0002 0.0002 0.0001
H -5.99889 0.79638 2.07728 -0.0001 0.0006 -0.0010
H -5.81693 -0.27841 -0.16847 -0.0012 0.0007 0.0005
H -3.53168 -0.83445 -1.06422 0.0015 -0.0044 -0.0011
S -0.27379 0.03188 -2.14897 -0.1057 0.0131 0.0946
C -1.73187 0.47448 -3.09327 0.0002 -0.0070 -0.0004
C -1.73232 1.76915 -3.62226 -0.0098 0.0099 -0.0160
C -2.78193 2.23637 -4.39366 0.0035 0.0005 0.0085
C -3.85791 1.37884 -4.63840 0.0013 -0.0087 0.0043
C -3.84144 0.08839 -4.15559 -0.0017 0.0084 -0.0078
C -2.76439 -0.43847 -3.39845 -0.0025 -0.0145 -0.0083
S -2.76605 -2.09034 -2.90816 0.0031 0.0111 0.0034
H -0.88914 2.41881 -3.41719 0.0003 -0.0029 0.0011
H -2.74892 3.23160 -4.82013 -0.0018 0.0000 -0.0007
H -4.69725 1.71514 -5.23552 0.0005 0.0012 0.0002
H -4.65916 -0.58497 -4.37834 0.0011 -0.0021 0.0005
C 4.28249 1.91990 -1.40255 -0.0017 -0.0052 0.0014
C 3.20127 0.93268 -0.90670 0.0013 0.0122 -0.0001
C 3.00465 -0.13766 -1.98444 -0.0047 -0.0030 0.0000
P 1.66423 1.72686 -0.20595 -0.0034 -0.0134 -0.0347
C 2.28638 2.51479 1.37668 -0.0097 -0.0023 0.0038
C 3.67021 3.16915 1.36847 0.0100 -0.0183 -0.0091
C 2.22644 1.54045 2.55304 -0.0061 0.0060 0.0046
C 1.18615 3.14363 -1.34784 0.0141 0.0029 0.0051
C 1.53998 4.55607 -0.87444 0.0086 -0.0038 -0.0012
C 1.64218 2.97848 -2.80144 -0.0132 0.0033 0.0022
H 5.25343 1.63935 -0.99272 -0.0007 0.0008 0.0010
H 4.10595 2.95776 -1.13983 -0.0029 0.0098 0.0068
H 4.36138 1.86693 -2.48716 0.0006 0.0009 -0.0027
H 3.58503 0.42952 -0.01592 0.0049 0.0024 -0.0016
H 2.69087 0.30312 -2.92838 0.0020 0.0004 -0.0005
H 2.28495 -0.90844 -1.72652 0.0004 0.0026 -0.0030
H 3.96728 -0.62766 -2.14764 -0.0018 -0.0020 0.0023
H 1.56382 3.30997 1.56770 0.0083 0.0048 -0.0130
H 4.45949 2.43436 1.21002 -0.0018 0.0028 -0.0060
H 3.83676 3.61354 2.35174 0.0050 -0.0031 0.0020
H 3.77769 3.96041 0.63242 -0.0019 0.0029 -0.0013
H 2.90311 0.69698 2.41257 0.0029 0.0031 0.0044
H 1.22974 1.13688 2.71702 0.0051 -0.0027 -0.0031
H 2.53178 2.05885 3.46404 -0.0060 0.0009 0.0009
H 0.09943 3.07202 -1.37156 -0.0108 -0.0002 0.0118
H 2.60669 4.75823 -0.97405 -0.0032 -0.0018 0.0042
H 1.24468 4.76206 0.15317 -0.0057 0.0044 0.0000
H 1.01844 5.27420 -1.51110 0.0023 -0.0010 -0.0045
H 2.70319 3.18089 -2.92037 0.0050 -0.0016 0.0011
H 1.10706 3.70924 -3.41328 -0.0012 -0.0018 0.0013
H 1.41821 1.99036 -3.19557 0.0020 -0.0059 -0.0059
N -3.78345 4.00313 -1.62621 0.0041 0.0037 -0.0024
C -2.85743 3.73685 -0.67872 -0.0030 -0.0079 0.0039
C -2.24554 2.46045 -0.65018 0.0027 0.0023 -0.0064
N -1.33202 2.16282 0.24888 0.0375 0.0076 0.0636
C -1.04239 3.09157 1.18769 -0.0003 0.0006 -0.0023
C -1.66547 4.31545 1.15555 -0.0019 0.0034 -0.0019
N -2.55702 4.66088 0.22519 -0.0003 0.0007 0.0000
H -3.81085 3.42463 -2.45540 -0.0033 0.0000 0.0049
H -4.10500 4.95357 -1.69958 0.0004 -0.0021 -0.0014
H -2.51206 1.71109 -1.37979 0.0014 0.0025 -0.0007
H -0.34064 2.81993 1.95919 -0.0054 0.0009 -0.0049
H -1.43543 5.05838 1.90971 0.0001 0.0002 -0.0005
O 3.88968 -4.81151 2.96673 0.0063 0.0361 0.0221
S 3.02644 -5.59349 3.85524 -0.0721 0.0467 0.0154
O 2.10901 -4.74690 4.61809 0.0243 -0.0486 0.0098
O 3.66200 -6.64171 4.59913 0.0396 -0.0055 -0.0115
C 1.97144 -6.38328 2.60408 0.1040 -0.0959 0.0211
N 2.27401 -7.58963 2.13736 -0.0661 -0.0208 -0.0017
C 1.57848 -7.99545 1.07948 -0.0200 0.0499 0.0096
C 0.63278 -7.20178 0.43976 0.0240 -0.0522 0.0188
C 0.39952 -5.97049 1.02284 -0.0162 -0.0030 0.0040
N 1.03444 -5.58201 2.12410 0.0144 0.0354 -0.0251
C -0.41029 -4.84553 0.49423 -0.0358 0.0243 -0.0395
C -0.14902 -4.28279 -0.74155 -0.0170 0.0185 -0.0022
C -0.43830 -2.94314 -0.93337 0.0231 -0.0009 -0.0118
N -1.00132 -2.18696 0.01527 -0.0498 -0.0332 0.0151
C -1.50315 -2.82307 1.08947 0.0187 0.0211 -0.0282
C -1.21694 -4.13063 1.37529 -0.0148 -0.0541 0.0076
H 1.80211 -8.99022 0.70928 0.0106 -0.0007 0.0065
H 0.11680 -7.53319 -0.45030 -0.0014 0.0091 -0.0011
H 0.42535 -4.80572 -1.49398 0.0043 -0.0065 0.0069
H -0.10896 -2.43349 -1.82426 -0.0085 -0.0041 0.0058
H -2.06534 -2.23582 1.79819 -0.0078 0.0107 0.0068
H -1.50234 -4.54698 2.33070 0.0027 -0.0018 -0.0024
```
Positions in Å, forces in eV/Å.

Properties
highest occupied orbital energy (spin up / spin down) = -6.891 / -6.890 eV
HOMO-LUMO gap (spin up / spin down) = 5.1 / 5.1 eV
LUMO energy (spin up / spin down) = -1.78 / -1.78 eV
relative energy (zero: lowest compared OMol25 entry of this formula, charge and spin) = 52.3 kcal/mol

Results of the Mulliken charge analysis, in e, for atoms 1 through 6: W 1.966; N -0.141; C 0.629; S -0.570; N -2.046; N 1.661

=====

A molecular structure, C35H43N3O3P2S6Tc, computed with wB97M-V/def2-TZVPD.

Geometry as XYZ:
```
93
Properties=species:S:1:pos:R:3:forces:R:3
Tc -0.64823 -0.53382 -0.46753 -0.0038 -0.4837 -0.3788
C -3.10257 2.05925 4.65593 0.0088 0.0543 0.0089
C -3.77469 2.58424 3.39587 -0.0211 0.0194 0.0356
S -2.87047 2.20878 1.86153 -0.0158 0.0271 -0.0192
C -3.93864 1.03531 1.00470 -0.0427 0.0739 -0.0861
C -3.89582 -0.42816 1.40796 0.0259 -0.0855 0.0428
S -2.27937 -1.29878 1.34714 0.0205 0.3016 0.1685
C -1.87700 -1.48440 3.11699 -0.0089 -0.1515 0.0134
C -1.62693 -0.24648 3.96541 0.0568 0.0203 0.0250
S -3.13874 0.26393 4.84106 -0.0011 -0.0131 -0.0260
H -3.62339 2.45224 5.53072 -0.0270 -0.0172 -0.0142
H -2.07099 2.40736 4.73027 0.0033 -0.0203 0.0006
H -3.85756 3.67094 3.45224 0.0256 -0.0022 -0.0193
H -4.78593 2.18820 3.30364 0.0109 -0.0186 -0.0029
H -3.69412 1.15085 -0.05054 0.0120 -0.0218 0.0281
H -4.97612 1.36324 1.10525 0.0213 0.0267 0.0272
H -4.56264 -1.00557 0.76836 0.0192 0.0039 -0.0243
H -4.20627 -0.54751 2.44611 -0.0107 -0.0287 -0.0130
H -1.02630 -2.16144 3.14661 0.1119 0.0542 -0.0713
H -2.72068 -2.05954 3.50579 0.0141 -0.0149 -0.0044
H -1.26788 0.58039 3.36195 -0.0243 -0.0029 0.0088
H -0.85792 -0.48450 4.70181 -0.0135 -0.0020 0.0199
C 3.13395 1.30014 -0.18413 0.1450 -0.0887 0.0461
N 2.50894 -0.04007 -0.22749 -0.2232 0.1527 -0.1382
P 1.38909 -0.52220 1.02039 0.0744 -0.0733 -0.0766
C 2.06397 -2.13233 1.48824 -0.0343 -0.0154 0.1211
C 1.21561 -3.19298 1.79397 0.0039 0.0587 -0.0684
C 1.73216 -4.43766 2.11782 0.0010 -0.0330 0.0128
C 3.10582 -4.62923 2.13319 0.0106 -0.0151 -0.0038
C 3.95973 -3.58092 1.81315 0.0245 0.0067 -0.0071
C 3.44432 -2.33788 1.48364 -0.0522 0.0405 0.0542
C 1.63211 0.62579 2.37989 -0.0517 -0.0051 -0.0377
C 2.67531 0.46117 3.29373 -0.0625 -0.0814 0.0499
C 2.87229 1.40591 4.28633 0.0013 0.0205 0.0318
C 2.03593 2.51255 4.37315 0.0146 0.0101 0.0160
C 0.99835 2.67870 3.46701 0.0123 -0.0015 -0.0158
C 0.79519 1.73611 2.47092 0.0338 0.0857 -0.0621
P 1.54549 -0.47829 -1.55420 0.1059 -0.2254 0.5841
C 2.36286 0.10128 -3.03601 -0.2154 0.1123 -0.0025
C 1.72349 0.82276 -4.03495 -0.0958 0.0828 0.0139
C 2.42076 1.15341 -5.18858 0.0058 0.0011 -0.0126
C 3.74441 0.76840 -5.33399 -0.0088 0.0023 0.0000
C 4.38381 0.04949 -4.32914 0.0084 0.0041 -0.0039
C 3.69703 -0.29263 -3.17915 -0.0003 -0.0251 -0.0043
C 1.30785 -2.24163 -1.64499 0.0338 -0.0056 -0.3014
C -0.17916 -2.15594 -1.76170 0.1693 0.0616 -0.0456
C -0.90220 -3.37234 -1.24169 -0.0228 0.0316 -0.0562
C -0.12744 -4.63041 -1.56741 -0.0058 -0.0471 0.0111
C 1.19607 -4.63114 -1.72871 -0.0767 -0.1080 0.0494
C 1.97486 -3.39599 -1.64599 0.0220 0.1792 0.1398
H 3.78650 1.35282 0.68470 -0.0024 0.0143 -0.0003
H 2.40046 2.10724 -0.12682 0.0144 -0.0048 -0.0005
H 3.73934 1.43111 -1.07775 0.0049 0.0076 -0.0045
H 0.14175 -3.06439 1.73432 -0.0178 0.0090 0.0551
H 1.06599 -5.25916 2.34593 -0.0022 0.0064 -0.0009
H 3.51409 -5.59958 2.38261 -0.0075 0.0040 0.0053
H 5.03072 -3.73500 1.81639 -0.0045 -0.0006 -0.0043
H 4.11340 -1.53331 1.20506 0.0096 0.0011 -0.0060
H 3.31893 -0.40718 3.24666 -0.0028 -0.0005 -0.0016
H 3.67620 1.27817 4.99864 -0.0029 -0.0055 -0.0052
H 2.19519 3.24419 5.15429 -0.0038 0.0022 -0.0072
H 0.34827 3.54169 3.53524 -0.0019 -0.0056 0.0004
H -0.02505 1.86539 1.77419 0.0170 -0.0142 0.0542
H 0.69193 1.13380 -3.91777 0.0886 -0.0368 -0.0018
H 1.92895 1.71071 -5.97423 0.0049 -0.0014 -0.0021
H 4.28496 1.02584 -6.23492 -0.0036 0.0039 0.0037
H 5.41736 -0.24683 -4.44639 -0.0046 -0.0012 -0.0015
H 4.19541 -0.85746 -2.39894 -0.0163 -0.0054 -0.0051
H -0.44862 -1.92092 -2.79128 -0.0473 -0.0996 -0.0333
H -1.01359 -3.33188 -0.14682 0.0880 0.0135 -0.0152
H -0.69984 -5.54987 -1.56735 -0.0137 0.0165 -0.0521
H 1.71999 -5.56347 -1.89184 -0.0172 0.0008 -0.0166
H 3.05363 -3.44668 -1.56914 0.0020 0.0181 0.0159
C -1.79493 4.61147 -1.17143 0.0184 0.0359 0.0479
N -1.89749 3.61631 -2.22144 -0.0522 -0.1439 -0.0347
C -2.41645 3.97251 -3.54946 -0.0455 0.0199 -0.0158
C -2.45781 2.61891 -4.26868 -0.0342 0.0018 -0.0547
N -1.60059 1.79227 -3.40756 -0.0150 -0.0570 0.0697
C -1.43707 2.37932 -2.21718 -0.0011 0.0369 0.0530
S -0.55153 1.74919 -0.85860 0.1346 0.2957 0.0137
H -1.07945 5.38467 -1.45514 -0.0020 -0.0088 0.0086
H -1.48314 4.14030 -0.24401 -0.0072 -0.0057 0.0122
H -2.77361 5.06461 -1.01924 0.0133 0.0128 -0.0105
H -1.74209 4.68529 -4.02793 0.0168 -0.0180 0.0152
H -3.39873 4.43091 -3.45035 0.0171 0.0231 -0.0216
H -2.05270 2.66869 -5.27552 -0.0315 -0.0038 -0.0114
H -3.46496 2.20233 -4.30828 0.0095 -0.0005 0.0120
H -1.64979 0.78286 -3.44965 -0.0130 -0.0091 0.0138
O -2.26399 -3.50416 -1.70346 -0.0590 0.0676 0.0311
S -2.96450 -2.41206 -2.61943 0.0342 0.1780 -0.1032
O -2.25878 -2.29536 -3.86009 0.0326 -0.0844 0.0573
O -4.34550 -2.72056 -2.59362 -0.0758 -0.1022 0.0596
S -2.71121 -0.60128 -1.62820 0.0005 -0.0043 -0.1323
```
Positions in Å, forces in eV/Å.

Properties
<S²> = 0.77
highest occupied orbital energy (spin up / spin down) = -13.177 / -13.177 eV
HOMO-LUMO gap (spin up / spin down) = 6.4 / 6.0 eV
2S+1 = 2
net charge = +2
LUMO energy (spin up / spin down) = -6.78 / -7.18 eV
relative energy (zero: lowest compared OMol25 entry of this formula, charge and spin) = 19.4 kcal/mol

Results of the Mulliken charge analysis, in e, for atoms 1 through 6: Tc -0.017; C -0.457; C -1.036; S 0.231; C -0.442; C -1.250